Entry one
The following is a DFT calculation (ωB97M-V/def2-TZVPD) of a gas-phase ion, C3H8N2O (charge -1).

Geometry as XYZ:
```
14
Properties=species:S:1:pos:R:3
C -1.64 -0.26 -0.80
N -0.74 0.79 -0.13
C 0.64 0.51 -0.56
C 1.19 -0.49 0.43
N 1.42 0.02 1.70
O 1.24 -1.71 0.26
H -1.36 -0.82 -1.70
H -1.37 -1.09 -0.09
H -2.65 0.14 -0.89
H -0.99 1.70 -0.55
H 0.93 0.04 -1.51
H 1.23 1.42 -0.45
H 0.53 0.49 1.93
H 1.56 -0.73 2.36
```

Its spin multiplicity is 2. The value obtained for the HOMO energy (alpha / beta) is 1.2 / -5.6 eV. As for the charge: -1. Its expectation value of S² is 0.7506.


Entry two
The following is a DFT calculation (ωB97M-V/def2-TZVPD) of 2 unconnected molecules or ions with the total composition C3H8N2O.

Geometry as XYZ:
```
14
Properties=species:S:1:pos:R:3
C 1.66 0.03 1.22
C 2.13 0.96 -0.86
N 1.60 -0.11 -0.20
H 1.65 -0.94 1.73
H 2.57 0.56 1.54
H 0.81 0.61 1.65
H 2.21 0.95 -1.94
H 2.45 1.86 -0.33
C -2.17 -0.43 -0.14
N -1.05 -1.09 0.24
O -2.28 0.72 -0.49
H -3.06 -1.09 -0.08
H -1.13 -2.09 0.12
H -0.10 -0.77 -0.07
```

Its spin multiplicity is 2. The value obtained for the HOMO energy (alpha / beta) is 0.2 / -3.7 eV. As for the charge: -1. Its expectation value of S² is 0.7532.


Top of the stability list: entry two, leading by 0.0234 hartree.


Entry one
The following is a DFT calculation (ωB97M-V/def2-TZVPD) of 2 unconnected molecules or ions with the total composition CH7N2O2Si.

Geometry as XYZ:
```
13
Properties=species:S:1:pos:R:3
C 1.87 -0.99 0.16
N 0.99 -0.21 0.49
N 2.87 -1.62 0.08
O -2.54 -0.31 -0.17
O 3.25 -2.71 -0.59
Si 0.22 1.40 -0.50
H 0.53 -0.66 1.27
H -3.28 -0.80 -0.48
H -2.85 0.27 0.63
H 4.14 -3.07 -0.34
H -0.96 1.60 0.34
H 1.56 2.19 -0.53
H -0.03 0.97 -2.02
```

The value obtained for the HOMO energy is -15.2 eV. As for the charge: +1.


Entry two
The following is a DFT calculation (ωB97M-V/def2-TZVPD) of a molecular structure, CH7N2O2Si.

Geometry as XYZ:
```
13
Properties=species:S:1:pos:R:3
C -0.18 1.01 -0.54
N 0.61 0.29 0.06
N -2.11 -0.26 -0.47
O 0.32 -0.90 0.58
O -2.60 -0.25 0.70
Si 2.56 -0.27 0.17
H -0.09 1.94 -1.07
H -2.71 0.29 -1.13
H -0.61 -1.33 0.36
H -3.37 0.33 0.80
H 3.19 1.03 0.43
H 2.61 -1.19 1.34
H 2.38 -0.69 -1.23
```

The value obtained for the HOMO energy (alpha / beta) is -13.7 / -13.7 eV. As for the charge: +1.


Top of the stability list: entry one, leading by 0.1493 hartree.